# 1
# C44H88O22

11 unconnected molecules or ions with the total composition C44H88O22 at a distorted geometry (ωB97M-V/def2-TZVPD, the Open Molecules 2025 dataset).

Structure (XYZ):
```
154
C44H88O22 ωB97M-V/def2-TZVPD
C 2.642 3.306 2.448
O 4.114 -1.064 -6.448
H 4.968 1.119 -0.301
C -0.738 0.565 0.218
H -2.534 6.391 0.826
H -5.272 5.882 -2.266
H -4.059 3.780 1.473
H 0.870 4.120 -1.236
H 2.363 3.250 -3.734
H 2.747 3.728 3.453
C -0.219 -2.615 4.429
C 4.315 0.287 -0.177
H 4.864 -0.582 -0.591
H -4.715 2.694 4.155
H 3.488 -4.000 4.525
O -0.131 -5.074 0.126
H -0.802 2.552 -0.480
C -3.655 1.118 -2.739
C 2.905 -0.529 -6.224
O -1.607 -4.603 1.710
C 1.457 4.311 -2.132
C 3.959 0.019 1.355
O -2.348 4.817 -1.420
H -0.922 -3.439 4.533
C 3.369 -3.079 5.073
H -7.475 -0.176 -3.584
C -0.662 -5.279 1.316
C 3.660 2.198 2.201
C 5.650 -2.768 -6.291
H 4.420 -9.741 -0.718
H -2.405 1.657 -4.277
H 2.096 -0.446 -2.481
O 0.077 2.381 6.377
O 1.093 -1.415 0.220
C -6.028 1.118 -2.647
C -0.375 2.062 0.405
H 6.159 -3.369 -5.506
H -5.939 0.443 -1.823
C -3.159 5.757 1.517
O 1.077 -3.297 4.595
O 0.527 5.019 -3.028
H 0.561 -1.388 2.871
H 0.399 -7.151 1.471
H -2.830 -1.029 1.428
H -0.457 -2.588 2.224
H 3.409 -0.910 1.543
H 2.361 -8.284 -0.832
H 0.885 -5.726 2.494
H 0.839 2.570 -3.243
O -3.647 -0.012 -2.267
H 4.689 -1.838 -4.533
H -1.612 1.558 -2.675
H 5.186 -8.514 0.361
H -0.380 5.049 7.491
C 3.100 -4.566 -0.117
H 2.722 -8.786 0.862
H -1.137 -5.599 -2.138
H -4.373 -1.944 1.750
H -0.284 2.065 3.733
H 1.628 3.039 2.278
C 2.653 0.484 -7.359
H -4.027 1.125 4.918
H -3.834 5.662 -3.397
C 0.097 6.146 -2.519
O -4.280 4.593 -0.350
H 0.478 -4.795 -2.281
C -1.008 4.295 7.049
H -1.990 4.690 6.650
H -5.887 -0.505 -4.171
C 0.179 1.209 4.261
H -0.611 -6.681 2.853
H -1.300 5.932 -3.991
O 1.792 -1.272 5.093
C -4.082 1.256 2.825
H 2.286 2.312 -2.196
C 4.461 -2.125 -5.591
H 0.759 0.609 3.552
H 4.241 -2.488 4.851
C -6.546 0.356 -3.885
H 3.497 -3.291 6.143
H -1.897 -4.052 -0.366
C 0.064 -6.345 2.121
C -0.116 3.643 6.028
H 6.269 -1.973 -6.661
C -0.837 -4.137 -0.715
C -4.679 1.604 4.190
C -0.589 -4.638 -2.099
O 0.414 4.227 5.117
H -2.665 3.912 0.522
H 2.253 -0.010 -8.261
H -1.020 2.448 1.166
H 4.802 -8.065 -1.353
O 3.074 1.053 1.825
H 2.856 4.025 1.628
H -0.403 -3.149 -0.580
C -0.829 6.822 -3.484
H -5.629 1.135 4.231
H -0.697 0.655 4.561
H -1.794 0.610 -0.044
H 5.484 -3.487 -7.116
H -1.650 7.340 -3.044
C -3.581 4.917 -1.442
H -5.491 -0.101 0.345
O -5.066 0.537 2.170
H 3.588 -2.756 -5.457
H -6.668 1.899 -2.324
H -4.007 0.757 0.434
O -3.022 1.594 2.419
H 0.691 2.236 0.499
C 2.060 -2.429 4.910
C -2.526 1.842 -3.229
H -2.434 5.536 2.319
O 2.224 -0.668 -5.230
H -0.485 -0.196 0.967
H -2.652 2.938 -3.112
H -0.366 7.423 -4.231
H 2.350 4.904 -1.996
H 3.454 0.537 -0.834
H 2.037 -2.209 -2.065
H -3.709 -1.734 0.066
H 3.587 0.983 -7.633
H 4.899 -0.034 1.908
C 1.766 3.032 -2.860
C 0.753 -0.906 -0.850
C 0.950 1.641 5.455
H -4.849 4.252 -2.892
H -1.198 3.440 7.731
O -0.107 0.081 -0.990
H 1.900 1.277 -7.140
H -1.102 -1.182 3.014
H -6.740 0.936 -4.795
H 1.330 0.795 6.007
H -1.054 -4.091 -2.879
C 4.444 -8.638 -0.451
C -0.348 -1.934 3.045
C -3.530 4.469 0.838
H 1.828 2.221 5.117
H -0.255 -1.879 5.218
C 1.453 -1.284 -2.153
O 2.960 -6.890 0.400
H 2.522 -4.430 0.778
C -3.801 -1.276 1.058
C 3.076 -8.203 0.021
H 2.718 -3.810 -0.857
H -4.009 6.389 1.886
O -4.767 1.769 -2.899
C -4.444 5.229 -2.580
O 0.359 6.543 -1.416
O 2.902 -6.285 -1.756
O 4.866 2.358 2.312
H 4.147 -4.426 0.153
H 0.783 -1.322 -2.973
C -4.576 -0.012 0.906
C 3.019 -6.009 -0.601
```

HOMO	-9.78	eV
LUMO	0.537	eV
SMILES	CCOC(C)=O.CCOC(C)=O.CCOC(C)=O.CCOC(C)=O.CCOC(C)=O.CCOC(C)=O.CCOC(C)=O.CCOC(C)=O.CCOC(C)=O.CCOC(C)=O.CCOC(C)=O
energy relative to the best compared isomer or geometry (same formula, charge and spin)	40.3	kcal/mol
largest force on an atom	3.60	eV Å⁻¹

***

# 2
# C44H88O22S11

11 unconnected molecules or ions with the total composition C44H88O22S11 at a distorted geometry (ωB97M-V/def2-TZVPD, the Open Molecules 2025 dataset).

Structure (XYZ):
```
165
C44H88O22S11 ωB97M-V/def2-TZVPD
H 1.663 -1.976 6.803
H 3.218 -0.495 -3.944
C 3.926 1.599 -3.369
C -0.128 -3.751 0.440
C 3.751 2.632 3.512
C 6.359 1.171 0.703
H -3.264 5.951 2.860
H 4.400 4.165 2.047
H -2.324 3.720 2.302
H 0.559 3.247 -5.781
O 0.916 -1.078 -3.528
O 2.105 1.113 -0.567
C -6.069 -2.214 4.998
H 5.499 3.369 -3.164
S -4.072 -2.018 -2.352
H 4.572 2.672 4.226
H -0.911 0.651 -6.395
H -0.569 -3.402 -2.944
H 5.450 -0.710 -3.353
C 5.256 -0.203 -4.298
S 6.614 -1.547 1.214
H -4.744 -3.893 -3.336
H 4.739 0.305 1.761
C 0.875 -1.012 5.239
H 1.078 -0.679 8.403
H -6.700 -2.292 5.883
C -1.833 2.705 -4.263
H -4.123 -0.416 2.539
C -6.616 -2.634 3.628
S -5.327 -0.535 4.787
H -5.936 -2.270 1.565
H 1.496 -5.049 0.159
C -4.100 5.777 2.184
O -0.745 -1.292 -5.303
C 1.348 -0.037 7.565
H 6.448 1.643 -0.276
C 1.821 -0.971 6.412
H 4.721 2.812 -4.792
O -3.294 1.734 -6.363
H -1.495 -1.278 0.693
S -2.173 2.553 -6.115
S -3.526 6.210 0.506
H -3.965 -2.792 -4.551
C 0.645 -5.003 0.839
H 3.956 1.834 2.797
H 1.799 0.923 7.815
H -6.893 -3.684 3.532
O -4.062 -0.453 5.509
O 7.172 1.432 -5.306
H 1.768 0.641 2.021
H -1.381 -0.422 5.060
O -4.649 -2.548 -1.107
C -2.813 4.485 0.260
H -4.850 6.459 2.584
H 1.130 1.556 -5.456
O 7.131 0.966 -2.806
H 0.800 -5.281 -3.655
H -6.790 -2.014 -3.400
H -3.333 2.655 1.349
C 3.661 5.046 4.044
O 2.618 1.902 5.887
H -5.307 -2.843 5.458
H 0.178 -3.415 -0.551
H -0.480 -0.827 -1.432
C -4.403 4.254 2.088
H -2.342 -3.383 -0.080
H 4.015 1.268 -2.334
H 0.175 2.639 -3.466
H 4.654 5.043 4.493
H -1.023 -1.531 6.304
H -5.622 -0.205 -2.251
O -6.204 0.646 5.032
H 8.402 0.257 1.399
H -0.442 1.123 -3.784
H 5.502 -0.577 -5.291
H -3.104 3.991 -0.667
C -4.829 -0.401 -2.972
C -5.101 -0.743 2.891
C -0.594 -0.684 5.769
H 3.665 5.956 3.444
S -1.713 -5.755 -0.193
C 4.979 0.436 0.706
O -2.979 -6.416 0.231
S 1.410 -0.126 -0.265
H -7.530 -2.043 3.571
H 1.163 -0.369 4.407
C 1.605 -2.468 -5.643
H -0.760 0.146 2.806
H 6.401 1.998 1.411
H 0.093 -2.933 1.125
H -4.830 3.843 3.002
C -0.661 1.698 -6.568
H 2.724 -4.325 -5.606
H 1.947 -3.987 -3.248
H -4.869 -0.551 -5.165
C -3.127 3.703 1.566
H 1.866 5.121 5.284
H 4.232 1.052 0.206
H 3.576 0.611 -5.347
O -1.379 -5.741 -1.630
O -1.984 3.863 -6.815
H 4.292 -1.723 0.465
H 2.863 -0.883 6.107
C 1.198 -4.316 -3.967
O -0.273 1.896 6.768
H -2.463 2.168 -3.554
H 7.899 -0.009 -0.196
C -5.497 -2.214 2.561
H 1.155 -1.175 1.915
O -4.679 6.524 -0.302
O 1.149 2.695 3.915
H 0.654 -1.997 4.828
H -4.131 0.417 -2.796
C 2.750 4.498 5.146
C 1.106 -0.127 1.620
C 0.272 2.224 -5.535
O 7.259 -2.636 0.532
O -1.281 0.042 8.296
H -1.758 4.753 0.207
C 3.818 0.333 -4.321
S -0.378 0.514 7.217
H -4.622 -2.814 2.814
C -0.340 -0.027 -0.706
C -0.233 -6.187 0.891
O 6.106 -1.607 2.591
H 1.206 -4.628 -6.064
H -2.219 0.247 0.655
H -6.289 0.066 -4.281
H 1.135 -4.897 1.806
C 7.497 0.101 0.811
H 1.146 -2.358 -6.626
S 6.436 1.218 -4.023
C -1.641 -4.042 0.433
C -0.393 0.417 1.816
C -0.102 -3.474 -3.927
S 0.270 -1.886 -4.512
H -1.777 3.766 -4.020
C -1.237 -0.223 0.601
H 2.748 4.259 2.425
S 2.355 2.733 4.763
O 1.962 -1.464 -0.640
C 1.721 -3.982 -5.353
H -0.300 0.968 -1.150
C 5.093 -1.010 0.267
H 2.468 -1.819 -5.787
C -5.953 -2.055 -4.098
O -2.659 -1.672 -2.502
H 3.232 4.528 6.123
O -2.424 7.091 0.524
H -5.852 -0.147 2.372
C -0.436 2.127 -4.209
C -5.499 -0.684 -4.286
H -0.673 -6.411 1.863
H -0.552 1.882 -7.636
H 5.223 -1.156 -0.805
H -5.100 4.023 1.283
C 5.121 2.574 -3.806
H -0.828 -4.014 -4.535
H 0.219 -7.080 0.458
H -6.338 -2.326 -5.081
C -4.697 -2.886 -3.749
C 3.713 4.040 2.883
H 3.018 2.202 -3.411
H -0.485 1.498 1.917
H -2.087 -4.183 1.418
```

HOMO	-9.69	eV
LUMO	-0.160	eV
SMILES	O=S1(=O)CCCC1.O=S1(=O)CCCC1.O=S1(=O)CCCC1.O=S1(=O)CCCC1.O=S1(=O)CCCC1.O=S1(=O)CCCC1.O=S1(=O)CCCC1.O=S1(=O)CCCC1.O=S1(=O)CCCC1.O=S1(=O)CCCC1.O=S1(=O)CCCC1
energy relative to the best compared isomer or geometry (same formula, charge and spin)	168.9	kcal/mol
largest force on an atom	4.69	eV Å⁻¹